No. 1
12
Properties=species:S:1:pos:R:3:mulliken_charge:R:1 method="wB97M-V/def2-TZVPD" de_lowest_ev=4.9116 gap_ev=10.23 total_energy_ev=-8798.507 charge=0 homo_energy_ev=-9.24
H -0.7869 0.8526 1.5038 0.314
H 0.6219 -1.5610 1.4036 0.408
O 2.4114 -0.2920 -0.5505 -0.473
H -1.9755 0.2256 -1.4247 0.270
C 0.3276 -0.7236 0.7420 -0.310
C 0.1781 1.2341 -0.2970 -0.114
C -0.6722 -0.9537 -0.2116 -0.149
H 0.4310 2.2120 -0.8986 0.345
C 1.3703 0.0583 -0.1629 0.314
C -0.9531 0.1295 -0.8561 -0.401
H -1.2172 -1.9476 -0.3842 0.299
N 0.2645 0.7658 1.1361 -0.502



No. 2
12
Properties=species:S:1:pos:R:3:mulliken_charge:R:1 method="wB97M-V/def2-TZVPD" de_lowest_ev=4.2462 gap_ev="9.29 / 9.30" total_energy_ev=-8799.173 charge=0 homo_energy_ev="-9.99 / -9.99"
H -0.5259 -2.0768 -0.8542 0.311
O -1.1046 1.1294 0.3518 -0.448
C 0.5935 -0.7401 0.6033 -0.522
N 1.9201 2.7461 0.0295 -0.409
H 1.4201 -1.3953 0.5016 0.349
H -1.5316 -1.4115 0.5166 0.246
C 0.6124 0.5747 -0.1620 -0.021
H -1.4475 0.6597 -1.6019 0.368
C 1.3117 1.7759 -0.1038 0.237
C -0.8772 0.2640 -0.6759 0.129
H 0.3282 -0.3378 1.5873 0.278
C -0.6993 -1.1881 -0.1921 -0.519



No. 3
12
Properties=species:S:1:pos:R:3:mulliken_charge:R:1 method="wB97M-V/def2-TZVPD" de_lowest_ev=3.3827 gap_ev=10.91 total_energy_ev=-8800.036 smiles=C#C[C@@H](C#N)CO charge=0 homo_energy_ev=-10.39
H -1.4200 -0.8263 1.2489 0.328
C 0.7325 1.1208 0.0206 -1.008
H -1.1797 -1.7551 -0.2367 0.338
H 1.6350 2.8397 -1.0914 0.378
C 1.3274 -1.2008 0.5846 0.218
C -1.1129 -0.7508 0.1987 -0.572
H -1.9611 0.9432 -0.1376 0.333
O -1.9564 0.0738 -0.5585 -0.513
C 1.2174 2.1336 -0.4127 -0.114
N 2.0745 -1.9411 1.0701 -0.401
H 0.3482 -0.1543 -1.1200 0.119
C 0.3377 -0.2866 -0.0153 0.893



No. 4
12
Properties=species:S:1:pos:R:3:mulliken_charge:R:1 method="wB97M-V/def2-TZVPD" de_lowest_ev=2.6631 gap_ev=8.61 total_energy_ev=-8800.756 charge=0 homo_energy_ev=-9.18
H -0.2563 1.5887 -0.7238 0.457
H -0.8840 -1.4352 -0.4362 0.277
C 1.1481 -0.7910 -0.3588 -0.234
C -0.8514 0.7176 -0.4265 -0.179
H -0.3131 -0.7067 -1.9344 0.274
C -0.2740 -0.6143 -0.8411 -0.336
C 1.6480 -0.2020 0.7241 -0.663
H 1.7749 -1.4625 -0.9493 0.353
H -2.3847 0.0603 0.4577 0.242
C 1.2389 0.6083 1.6711 0.804
O 1.0727 1.2964 2.5987 -0.373
N -1.9190 0.9405 0.2184 -0.622



No. 5
12
Properties=species:S:1:pos:R:3:mulliken_charge:R:1 method="wB97M-V/def2-TZVPD" de_lowest_ev=8.0218 gap_ev="9.16 / 9.16" total_energy_ev=-8795.397 smiles="C1=C2C[C@@H]12.C#[N+][O-]" charge=0 homo_energy_ev="-8.42 / -8.42"
C 0.7092 -0.5768 -0.4505 -0.199
C 0.4625 -1.4696 0.7259 -0.133
H -1.1895 2.9361 -1.0686 0.299
O -2.8913 0.4653 0.4963 -0.568
H -0.1930 -1.2510 1.5760 0.231
H 2.2265 0.9383 -0.4178 0.358
C 1.7106 0.2239 0.1442 -0.114
C -1.8287 2.0318 -0.8680 -0.180
C 1.8416 -0.9238 0.8812 -0.509
N -2.2762 1.2011 -0.2046 0.455
H 0.8515 -1.0164 -1.4038 0.154
H 0.5767 -2.5588 0.5897 0.206



No. 6
12
Properties=species:S:1:pos:R:3:mulliken_charge:R:1 method="wB97M-V/def2-TZVPD" de_lowest_ev=6.4627 gap_ev="7.41 / 7.40" total_energy_ev=-8796.956 charge=0 homo_energy_ev="-7.94 / -7.67"
C 1.1438 -0.2107 1.3288 -0.403
H 1.1142 0.5172 -2.2057 0.357
H -1.9734 0.2988 0.3382 0.267
O 0.1706 0.6053 -2.0100 -0.517
C -0.7505 -1.3439 0.7091 0.047
C -1.2448 -0.2922 -0.2236 -0.299
H -1.7376 -0.6894 -1.1141 0.329
C 0.0016 0.4838 -0.6642 0.768
N 0.3169 -1.5003 1.2972 -0.424
H 0.2831 1.6028 0.0038 0.086
H 1.6147 -0.0410 2.2867 0.372
C 1.0614 0.5697 0.2537 -0.581



No. 7
12
Properties=species:S:1:pos:R:3:mulliken_charge:R:1 method="wB97M-V/def2-TZVPD" de_lowest_ev=4.5370 gap_ev="7.54 / 7.54" total_energy_ev=-8798.882 charge=0 homo_energy_ev="-7.93 / -7.93"
H -2.7093 -0.6100 -1.4510 0.281
C 2.2913 0.2225 0.4874 -0.370
C -2.4844 -0.4084 -0.4095 -0.281
H 3.8874 -0.1955 -1.0821 0.372
N -1.3473 0.0814 0.0211 -0.045
C 0.0700 0.1355 -0.3040 -0.695
H -1.4066 0.2747 1.0303 0.287
C 0.8646 0.2870 0.8857 0.774
H 0.4788 0.5869 -1.2044 0.286
O 0.4100 0.3663 2.0282 -0.694
C 3.1643 0.0229 -0.3256 -0.138
H -3.2189 -0.7634 0.3240 0.222



No. 8
12
Properties=species:S:1:pos:R:3:mulliken_charge:R:1 method="wB97M-V/def2-TZVPD" de_lowest_ev=2.9210 gap_ev=10.36 total_energy_ev=-8800.498 charge=0 homo_energy_ev=-10.05
C 1.1029 -0.0767 0.1557 -0.561
H 1.3223 -0.0826 1.2286 0.302
C -0.0828 2.4882 0.9581 -0.044
N -0.8971 1.6441 0.7453 -0.328
C -0.9873 -0.6293 -0.2197 -0.660
O 0.6874 -2.4603 -0.5682 -0.536
H -1.7174 -0.7640 -1.0144 0.333
H -1.4606 -0.7654 0.7602 0.267
C -0.2166 0.6790 -0.2062 0.122
H 2.0220 0.1698 -0.3905 0.313
C 0.3522 -1.3521 -0.2601 0.419
H -0.1249 1.1493 -1.1888 0.373